No. 1
A molecular structure, C36H49Cl2N2O4PdSTe. Source: the Open Molecules 2025 dataset; level of theory: the ωB97M-V functional and the def2-TZVPD basis.

As for the spin multiplicity: 6. The value obtained for the calculated total energy is -95933.35930 eV. Its total charge is +2. The value obtained for the gap between HOMO and LUMO (spin up / spin down) is 9.2 / 5.9 eV. The calculation puts the molar mass at 910.79 Da. For the energy relative to the best compared isomer or geometry (same formula, charge and spin), the calculation gives 54.8 kJ/mol.

Element x y z (Å)
1 Pd 0.4304 1.0417 1.8897
2 Cl 0.1397 2.9217 3.8022
3 C -0.2246 1.8549 5.1237
4 C -0.8861 2.4042 6.1923
5 C -1.1295 1.6259 7.3226
6 C -0.6926 0.3141 7.3870
7 C -0.0246 -0.2377 6.3115
8 Cl 0.4955 -1.8663 6.4254
9 C 0.2145 0.5027 5.1150
10 S 0.9669 -0.2832 3.8012
11 H -1.2019 3.4387 6.1593
12 H -1.6540 2.0592 8.1649
13 H -0.8682 -0.2891 8.2672
14 C 3.6805 3.2940 3.8993
15 O 3.1790 2.4062 2.8995
16 C 4.1953 2.0169 1.9993
17 C 3.7268 0.8282 1.2025
18 O 2.4683 1.1383 0.5912
19 C 2.3347 0.6337 -0.7325
20 H 4.4960 2.8257 4.4545
21 H 2.8638 3.5208 4.5790
22 H 4.0469 4.2225 3.4516
23 H 5.1117 1.7523 2.5355
24 H 4.4306 2.8468 1.3221
25 H 3.6079 -0.0568 1.8313
26 H 4.4699 0.6144 0.4328
27 H 3.0699 1.0989 -1.3916
28 H 1.3363 0.9032 -1.0668
29 H 2.4668 -0.4524 -0.7603
30 O -0.1132 2.4374 0.2586
31 C 0.2346 3.6480 0.2343
32 C -0.4452 4.6085 -0.7051
33 C 0.4918 5.1298 -1.8311
34 C 1.9881 4.9479 -1.5717
35 C 2.5307 5.7223 -0.3724
36 C 1.7031 5.5064 0.9023
37 N 1.2000 4.1366 1.0199
38 H -0.8289 5.4375 -0.1078
39 H -1.3068 4.0966 -1.1206
40 H 0.2747 6.1843 -2.0113
41 H 0.2429 4.6066 -2.7548
42 H 2.5392 5.2501 -2.4633
43 H 2.2013 3.8814 -1.4403
44 H 2.5434 6.7930 -0.5912
45 H 3.5694 5.4311 -0.1992
46 H 0.8553 6.1891 0.9346
47 H 2.2933 5.7125 1.7928
48 H 1.7506 3.4784 1.5494
49 C -3.3153 -0.0229 0.7549
50 C -1.9183 0.1320 1.2835
51 O -1.7277 0.8801 2.2915
52 N -0.8302 -0.4891 0.8217
53 Te -0.8361 -1.3495 -1.1967
54 C -0.5650 -1.8273 -3.2967
55 C -1.0006 -0.8583 -4.2093
56 C -1.5562 0.4807 -3.7965
57 C -0.9575 -1.1779 -5.5612
58 C -0.4652 -2.3997 -6.0064
59 C -0.4136 -2.7309 -7.4670
60 C 0.0094 -3.3152 -5.0637
61 C -0.0212 -3.0578 -3.7022
62 C 0.5184 -4.0905 -2.7503
63 C -1.6133 -3.1691 -0.5647
64 C -0.9879 -3.8638 0.4833
65 C 0.2232 -3.3621 1.2260
66 C -1.5182 -5.0971 0.8412
67 C -2.6314 -5.6352 0.2026
68 C -3.1955 -6.9608 0.6148
69 C -3.2263 -4.9069 -0.8267
70 C -2.7385 -3.6753 -1.2326
71 C -3.4227 -2.9505 -2.3624
72 H -4.0098 0.5028 1.4026
73 H -3.5870 -1.0802 0.7046
74 H -3.3835 0.3964 -0.2520
75 H -1.0955 0.8703 -2.8864
76 H -2.6360 0.4255 -3.6299
77 H -1.3880 1.2160 -4.5821
78 H -1.3091 -0.4499 -6.2859
79 H -0.8431 -1.9355 -8.0738
80 H -0.9610 -3.6531 -7.6706
81 H 0.6183 -2.8885 -7.7881
82 H 0.4250 -4.2574 -5.4088
83 H 1.1520 -4.7945 -3.2871
84 H -0.2840 -4.6598 -2.2759
85 H 1.1228 -3.6427 -1.9576
86 H 0.8280 -2.6712 0.6396
87 H 0.8607 -4.1999 1.5071
88 H -0.0715 -2.8389 2.1347
89 H -1.0401 -5.6604 1.6361
90 H -2.5196 -7.4923 1.2827
91 H -3.3896 -7.5892 -0.2550
92 H -4.1461 -6.8218 1.1347
93 H -4.1012 -5.3123 -1.3261
94 H -4.4790 -3.2144 -2.3909
95 H -2.9831 -3.2163 -3.3276
96 H -3.3642 -1.8626 -2.2600

Which charges does Löwdin predict for the atoms? In e, they are:
1. Pd 0.78
2. Cl 0.81
3. C -0.60
4. C -0.08
5. C -0.01
6. C -0.08
7. C -0.67
8. Cl 0.75
9. C -0.65
10. S 0.82
11. H 0.12
12. H 0.13
13. H 0.12
14. C -0.08
15. O -0.28
16. C -0.20
17. C -0.17
18. O -0.29
19. C -0.09
20. H 0.10
21. H 0.07
22. H 0.10
23. H 0.14
24. H 0.14
25. H 0.13
26. H 0.14
27. H 0.11
28. H 0.05
29. H 0.09
30. O -0.09
31. C -0.44
32. C -0.07
33. C -0.15
34. C -0.20
35. C -0.16
36. C -0.14
37. N 0.09
38. H 0.12
39. H 0.12
40. H 0.12
41. H 0.11
42. H 0.12
43. H 0.10
44. H 0.12
45. H 0.11
46. H 0.12
47. H 0.12
48. H 0.08
49. C -0.01
50. C -0.68
51. O -0.09
52. N -0.23
53. Te 1.87
54. C -0.34
55. C -0.31
56. C -0.07
57. C 0.01
58. C -0.23
59. C -0.03
60. C 0.01
61. C -0.28
62. C -0.04
63. C -0.38
64. C -0.29
65. C -0.07
66. C 0.01
67. C -0.23
68. C -0.03
69. C 0.01
70. C -0.30
71. C -0.05
72. H 0.09
73. H 0.09
74. H 0.08
75. H 0.03
76. H 0.09
77. H 0.09
78. H 0.13
79. H 0.08
80. H 0.10
81. H 0.10
82. H 0.13
83. H 0.09
84. H 0.08
85. H 0.07
86. H 0.03
87. H 0.09
88. H 0.07
89. H 0.13
90. H 0.08
91. H 0.09
92. H 0.10
93. H 0.14
94. H 0.10
95. H 0.09
96. H 0.05

---

No. 2
8 unconnected molecules or ions with the total composition C6H26O7 in a non-equilibrium geometry. Source: the Open Molecules 2025 dataset; level of theory: the ωB97M-V functional and the def2-TZVPD basis.

The structure (SMILES) is C/C=C/CCC.O.O.O.O.O.O.O. The value obtained for the calculated total energy is -20973.58170 eV. Its total charge is 0. The value obtained for the gap between HOMO and LUMO is 10.0 eV. The calculation puts the molar mass at 210.27 Da. For the energy relative to the best compared isomer or geometry (same formula, charge and spin), the calculation gives 360.4 kJ/mol.

Element x y z (Å)
1 C 3.3832 -0.5716 0.5197
2 C 2.5620 0.1999 -0.5802
3 C 1.6034 -0.6492 -1.4170
4 C 0.1370 -0.5817 -1.1490
5 C -0.5027 -1.5607 -0.5124
6 C -1.9509 -1.2403 -0.1929
7 H 3.0367 -0.2583 1.4904
8 H 4.3913 -0.2643 0.2373
9 H 3.4860 -1.6356 0.3077
10 H 3.2442 0.9401 -0.9886
11 H 1.9196 0.8205 0.0677
12 H 2.0173 -1.6646 -1.3741
13 H 1.8239 -0.4244 -2.4721
14 H -0.3369 0.3496 -1.4417
15 H 0.0016 -2.3912 -0.0481
16 H -2.1104 -0.5882 0.6548
17 H -2.5323 -2.1688 -0.0674
18 H -2.4888 -1.0432 -1.1185
19 H -2.3604 3.4424 0.8794
20 H -1.1612 4.0434 1.6952
21 O -1.4885 3.2882 1.2062
22 H 0.2855 -4.1687 1.9663
23 H 0.8729 -3.3294 0.8439
24 O 0.9519 -3.5007 1.7780
25 H 0.9089 2.6373 2.3871
26 H 1.7932 1.3794 2.2167
27 O 1.6717 2.1745 2.7423
28 H -0.8025 -2.0340 -2.8388
29 H -0.0562 -3.2155 -2.5501
30 O -0.7609 -2.9466 -3.1495
31 H -0.9910 3.4627 -1.9371
32 H -1.4901 3.1557 -0.6857
33 O -1.8813 3.3267 -1.5691
34 H -3.6021 1.1862 -2.7502
35 H -3.3951 -0.1707 -1.8624
36 O -3.8558 0.6503 -2.0044
37 H -1.3941 1.6154 3.7451
38 H -0.0433 0.7886 3.7723
39 O -0.8858 0.9468 4.1990

Which charges does natural (NBO) predict for the atoms? In e, they are:
1. C -0.61
2. C -0.40
3. C -0.46
4. C -0.19
5. C -0.18
6. C -0.63
7. H 0.20
8. H 0.21
9. H 0.21
10. H 0.21
11. H 0.18
12. H 0.20
13. H 0.22
14. H 0.21
15. H 0.17
16. H 0.24
17. H 0.22
18. H 0.18
19. H 0.50
20. H 0.49
21. O -0.97
22. H 0.47
23. H 0.45
24. O -0.92
25. H 0.47
26. H 0.47
27. O -0.94
28. H 0.47
29. H 0.46
30. O -0.92
31. H 0.46
32. H 0.47
33. O -0.94
34. H 0.49
35. H 0.46
36. O -0.96
37. H 0.47
38. H 0.48
39. O -0.95